Record 1
74
Properties=species:S:1:pos:R:3:forces:R:3 method="wB97M-V/def2-TZVPD" spin_multiplicity=1 charge=-1 gap_ev=4.997 homo_ev=-2.7 e_tot_ha=-4793.734427 de_lowest_kj_mol=426.5
C 1.5899 3.9596 -0.7068 0.6 -0.1 0.4
C 2.3585 3.4729 -1.8919 0.3 0.1 -0.1
H 2.2472 4.4883 -0.0152 -0.1 0.1 0.0
H 1.1710 3.1187 -0.1577 -0.1 -0.1 0.0
H 0.7769 4.6269 -0.9754 -0.2 0.1 -0.1
C 3.5071 3.9834 -2.3380 0.0 -0.4 -0.2
C 4.2787 5.1306 -1.7860 -0.3 0.3 0.6
H 3.9513 3.5129 -3.2115 -0.1 0.1 0.0
H 4.2346 5.1414 -0.6945 0.1 0.1 0.0
H 3.8523 6.0795 -2.1183 0.0 0.1 -0.1
H 5.3247 5.1219 -2.0778 0.1 -0.1 -0.1
Zn -2.7621 -1.6900 3.3462 0.0 1.2 -0.5
Cl -4.9901 -1.2234 2.9705 -2.2 1.2 -2.3
Cl -1.9987 0.2778 2.4363 0.7 1.0 -0.6
C -3.0094 -1.9704 0.4877 0.0 -0.6 1.9
O -2.6426 -2.5947 1.5006 0.2 -0.1 -1.8
N -2.8940 -2.4544 -0.7483 0.1 -0.3 -0.7
C -1.9916 -3.5465 -1.0544 -0.3 0.0 0.1
C -3.6604 -1.8927 -1.8406 0.4 0.2 0.1
H -3.4518 -0.9798 0.5666 -0.3 0.0 0.2
H -1.7298 -4.0531 -0.1339 0.0 0.0 0.1
H -1.0872 -3.1646 -1.5277 0.1 0.0 -0.1
H -2.4690 -4.2519 -1.7348 0.0 -0.1 0.0
H -4.3422 -1.1385 -1.4614 0.0 0.1 0.1
H -4.2400 -2.6693 -2.3400 0.0 -0.1 0.0
H -2.9987 -1.4293 -2.5727 0.0 0.1 -0.2
H 0.8279 0.7107 5.5503 -0.1 0.0 -0.1
H 1.3701 -0.0974 3.0474 0.1 0.1 -0.2
C 0.9594 -0.3256 5.8599 0.2 -0.4 0.2
C 1.6929 -0.9852 3.5885 -0.8 0.5 -0.1
N 0.8112 -1.2068 4.7216 1.2 0.2 0.0
H 0.2091 -0.5590 6.6092 -0.2 0.0 -0.1
C -0.2183 -2.0391 4.6338 -1.5 -0.5 -0.9
O -0.7873 -2.3341 3.5634 1.6 -0.8 1.0
H 1.6286 -1.8340 2.9201 0.0 -0.1 -0.1
H -0.5190 -2.4903 5.5827 -0.3 0.4 0.1
H 1.9488 -0.4382 6.3021 0.2 0.0 0.1
H 2.7162 -0.8431 3.9345 0.0 -0.1 0.1
O 2.2681 1.0614 -2.1101 0.0 0.1 0.2
C 1.7520 2.2874 -2.6093 0.1 -0.4 -0.4
C 3.0061 1.6462 -4.7205 -0.1 0.0 0.0
C 1.9967 2.3694 -4.1004 -0.3 0.0 -0.2
H 3.6189 0.9871 -4.1245 0.0 -0.1 0.1
C 3.2182 1.7664 -6.0880 0.0 0.0 0.0
H 0.6691 2.3134 -2.4494 -0.1 0.1 0.0
C 1.2020 3.2157 -4.8696 0.1 -0.1 -0.1
H 4.0085 1.1963 -6.5593 0.0 0.0 0.0
C 2.4228 2.6088 -6.8493 0.0 0.0 0.0
C 1.4106 3.3348 -6.2337 0.0 0.0 0.0
H 0.4205 3.7926 -4.3902 -0.1 0.0 0.0
H 2.5884 2.7011 -7.9146 0.0 0.0 0.0
H 0.7829 3.9942 -6.8187 0.0 0.0 0.0
Si 1.3548 -0.3109 -1.8255 -0.1 -0.1 0.6
Cl -2.7601 -0.9297 5.5454 4.4 5.4 3.4
C 2.6177 -1.6890 -1.7773 0.0 0.1 -0.1
C 0.1229 -0.5794 -3.2143 0.2 0.0 -0.1
C 0.4542 -0.2142 -0.1841 0.4 0.0 -0.7
H 3.3304 -1.6007 -2.5963 0.0 0.0 -0.1
H 2.1419 -2.6668 -1.8526 -0.1 -0.1 0.0
H 3.1828 -1.6692 -0.8460 0.0 0.0 0.1
H 1.1518 -0.0807 0.6420 0.0 0.0 0.1
H -0.1045 -1.1320 0.0041 -0.1 0.0 0.1
H -0.2505 0.6144 -0.1618 -0.2 0.0 0.2
H 0.5914 -0.4733 -4.1923 0.1 0.0 -0.1
H -0.7087 0.1216 -3.1618 -0.1 0.1 0.0
H -0.2973 -1.5841 -3.1614 0.0 -0.1 0.1
N -6.0480 -2.7275 5.6349 -1.6 -0.2 1.1
C -4.7017 -2.8777 5.6969 2.4 0.7 -4.2
N -4.1463 -3.5377 6.7416 -0.1 -1.1 1.6
O -3.9481 -2.4163 4.7836 -5.3 -7.9 3.1
H -6.6507 -3.1093 6.3787 0.7 0.6 -0.8
H -6.5039 -2.2390 4.8548 1.0 -0.3 0.4
H -3.1247 -3.6623 6.7981 -1.3 0.5 -0.3
H -4.7328 -3.9244 7.4965 0.8 0.5 -0.8

=====

Record 2
64
Properties=species:S:1:pos:R:3:forces:R:3 method="wB97M-V/def2-TZVPD" spin_multiplicity=2 charge=0 gap_ev="2.928 / 2.993" homo_ev="-4.3 / -3.7" e_tot_ha=-3146.933013 de_lowest_kj_mol=428.9
P 1.3087 2.2049 0.5327 3.7 3.0 2.7
P -1.4181 0.3475 -2.3905 0.5 3.2 -1.4
C 0.7062 1.0170 -0.6858 -0.8 -0.8 -0.5
C -0.5652 1.5809 -1.3282 -0.5 -0.1 -0.9
H 0.5599 0.0472 -0.1673 -0.2 0.3 -0.2
H 1.5026 0.8725 -1.4464 -0.4 0.1 0.6
H -1.2899 1.8835 -0.5569 0.2 -0.1 -0.3
H -0.3717 2.4386 -1.9847 0.1 -0.1 0.5
C -0.3336 0.0598 -3.8165 0.1 -0.5 -0.4
H -0.3765 -1.0278 -3.9987 0.3 0.5 -0.2
H 0.7075 0.3641 -3.6237 -0.4 -0.2 0.0
H -0.7281 0.5823 -4.7055 0.3 -0.2 0.4
C -2.8326 1.2581 -3.0573 -0.7 -0.1 -0.3
H -2.7655 1.3284 -4.1546 -0.2 0.1 0.4
H -2.9221 2.2607 -2.6158 0.1 -0.3 -0.2
H -3.7111 0.6614 -2.7751 0.0 0.4 -0.3
C 1.5931 3.6141 -0.7794 -0.2 0.1 -0.8
H 1.8702 4.5602 -0.2838 -0.3 -0.5 -0.2
H 0.6909 3.8192 -1.3697 0.2 0.1 0.1
H 2.3886 3.3595 -1.4944 -0.2 0.2 0.1
C -0.0472 3.3095 1.1992 -1.5 -0.2 -0.4
H -0.7532 2.7621 1.8336 0.1 0.1 0.1
H -0.6148 3.7485 0.3731 -0.1 0.2 0.2
H 0.3811 4.1314 1.7809 0.1 -0.3 -0.2
Cu -1.5360 -0.9912 -0.9365 -0.4 -3.0 1.6
C 1.3906 1.3247 2.4064 -1.4 1.3 -1.8
C 2.0757 0.0799 2.3605 0.3 -2.0 0.7
C 2.9264 -0.4091 1.2843 0.7 -0.6 0.3
C 3.9536 0.6340 0.8163 0.2 0.1 -0.4
C 3.3103 1.9331 0.3941 0.1 -1.1 -1.1
C 3.0899 3.0347 1.3124 0.4 1.4 0.7
C 3.2359 2.9006 2.7961 0.4 0.2 -0.2
C 1.9529 2.3501 3.3946 -0.6 0.0 0.1
C 0.3371 -2.9067 0.6534 0.8 0.2 0.2
H 0.3136 1.1820 2.6068 0.1 -0.1 0.4
H 1.9402 -0.6046 3.2010 -0.1 0.0 0.0
H 2.3505 -0.7677 0.4126 0.3 0.0 -0.3
H 3.4839 -1.2862 1.6493 -0.2 0.0 -0.1
H 4.6914 0.7974 1.6138 -0.2 -0.1 -0.1
H 4.5099 0.2223 -0.0419 -0.2 0.1 0.2
H 3.6089 2.1857 -0.6354 0.0 0.1 0.6
H 3.2772 4.0493 0.9523 0.0 -0.4 0.0
H 3.4658 3.8759 3.2429 0.0 -0.1 -0.1
H 4.0697 2.2338 3.0543 -0.1 -0.2 0.0
H 2.1482 1.8715 4.3581 0.0 -0.1 0.1
H 1.2330 3.1647 3.5765 0.1 -0.2 -0.1
H 0.4713 -2.2471 1.5237 0.1 0.0 -0.3
H 1.1981 -2.7640 -0.0126 -0.2 0.1 0.2
H 0.3823 -3.9412 1.0269 -0.4 0.2 -0.2
C -3.4752 -4.5519 -1.7712 0.0 -0.1 -0.2
C -3.2389 -3.9115 -0.3987 -0.5 0.5 -0.3
C -4.4910 -3.1257 0.0109 -0.2 0.3 0.1
C -2.9518 -5.0382 0.6046 0.3 -0.1 0.2
C -2.0858 -2.9291 -0.4345 2.2 -0.1 1.3
C -0.9167 -2.5998 -0.0575 -2.3 -1.8 0.1
H -4.2507 -5.3270 -1.6872 0.2 0.2 0.0
H -2.5614 -5.0348 -2.1340 -0.1 0.1 0.0
H -3.8096 -3.8148 -2.5103 0.1 -0.1 0.1
H -5.3776 -3.7671 0.0786 0.2 0.0 0.0
H -4.3501 -2.6402 0.9863 0.0 -0.1 -0.2
H -4.6978 -2.3460 -0.7379 0.0 -0.2 0.2
H -2.0107 -5.5436 0.3571 -0.1 0.1 0.1
H -2.9008 -4.6753 1.6362 0.1 0.0 -0.2
H -3.7415 -5.8006 0.5624 0.1 0.3 -0.1

=====

Record 3
98
Properties=species:S:1:pos:R:3:forces:R:3 method="wB97M-V/def2-TZVPD" spin_multiplicity=1 charge=0 gap_ev=1.156 homo_ev=-6.3 e_tot_ha=-7080.994478
O 1.7754 0.5919 9.0442 0.7 0.6 -5.1
V 1.8474 0.6426 7.3908 -4.1 -3.6 4.2
O 0.6573 -0.4098 6.9929 3.6 3.2 0.5
O 7.5996 -2.8223 -1.2112 1.0 2.2 2.1
V 8.0578 -1.7275 -0.1154 -0.5 -1.3 -2.2
O 9.0424 -0.7114 -0.8021 -0.8 -0.9 0.6
O 1.6883 8.8873 -0.1864 2.8 -1.1 -1.7
V 3.0323 8.3400 -0.9058 -1.2 1.0 2.9
O 4.2463 8.6062 0.0843 -1.6 -0.3 -1.5
C 0.6888 0.6916 -0.2265 0.9 3.3 -0.8
F 0.1235 0.0474 0.7238 -1.1 -1.4 1.1
F 1.1801 -0.1028 -1.1411 0.2 -0.9 -0.7
F -0.2936 1.4634 -0.8639 1.2 -0.6 0.8
S 2.1521 1.6963 0.6038 1.3 2.2 1.9
O 3.3749 0.9311 0.4220 -0.5 -0.5 -1.3
O 2.2404 3.0758 0.0535 -0.9 -1.9 -0.1
O 1.8034 1.6728 2.0317 -0.9 0.1 -1.0
S 6.7907 -2.5254 5.1152 -1.3 -1.0 1.0
O 5.7695 -1.7519 5.8236 -0.2 -0.9 0.2
O 6.3295 -3.5301 4.1731 -1.3 -0.8 -0.2
O 7.5666 -1.5902 4.3731 2.6 3.3 -2.5
O 7.8106 -3.1726 5.9498 0.1 -0.3 1.1
C 1.2848 -6.0866 2.6192 -0.3 -0.5 1.4
O 1.8130 -7.1180 3.5288 -1.7 -0.2 -1.8
C 0.7270 -7.6542 4.3012 1.0 0.0 1.0
C 0.6245 -6.8796 5.5968 -0.7 -0.1 0.6
O 1.8552 -6.8468 6.2323 1.3 0.8 0.5
C 1.7456 -6.2578 7.5189 -0.7 -0.9 0.1
H 1.1577 -5.2361 3.2890 0.1 0.6 -0.7
H 0.2980 -6.3410 2.2323 -0.2 -0.4 0.2
H 1.8501 -5.8969 1.7068 0.8 -0.1 0.6
H 0.9389 -8.6837 4.5901 0.7 -0.1 -0.1
H -0.2579 -7.7669 3.8481 0.0 0.7 -0.7
H -0.0434 -7.3771 6.2999 -0.7 -0.4 -0.1
H 0.2198 -5.8707 5.5163 0.0 0.4 -0.5
H 1.0837 -5.3921 7.5454 0.3 0.6 -0.4
H 2.7116 -6.0675 7.9866 0.0 0.1 -0.5
H 1.1956 -6.9573 8.1484 0.1 -0.4 0.4
C 6.1808 6.2718 -4.3654 0.3 -1.1 -0.1
O 4.7863 6.3059 -4.4298 -1.4 1.0 0.6
C 4.1425 5.2959 -5.2049 2.4 0.0 -0.4
C 2.7898 5.7014 -5.6848 0.0 0.5 0.8
O 2.1022 6.3861 -4.6070 0.2 -1.3 -0.8
C 0.7727 6.4598 -4.9888 -1.8 1.4 -1.3
H 6.6376 6.7056 -5.2549 0.1 0.1 -0.1
H 6.5063 5.2355 -4.2749 0.3 -0.2 -0.1
H 6.5537 6.7456 -3.4574 -0.3 0.4 -0.1
H 4.2753 4.3444 -4.6901 -0.8 -0.1 0.3
H 4.7725 5.1848 -6.0875 -0.1 -0.2 -0.5
H 2.2479 4.8561 -6.1090 -0.2 -0.5 0.8
H 2.8571 6.3120 -6.5852 0.2 0.9 0.3
H 0.1615 7.1717 -4.4340 0.4 -0.3 0.9
H 0.1874 5.5548 -5.1517 0.5 -0.6 0.7
H 0.6913 6.9275 -5.9700 0.3 0.2 -0.6
C 4.9385 4.2980 7.8639 -1.5 -0.2 -0.2
O 3.6079 4.4018 7.3183 1.1 -1.1 -1.0
C 3.0618 5.6535 7.2862 -1.1 1.1 1.4
C 1.6234 5.6608 6.7713 0.9 1.6 0.5
O 0.9112 4.5199 7.0724 -0.3 -0.9 -0.5
C -0.4345 4.6553 6.7381 -2.0 -0.8 -0.5
H 4.8482 4.5645 8.9170 0.5 0.0 0.2
H 5.6571 4.9320 7.3445 0.0 0.0 0.0
H 5.1450 3.2354 7.7363 0.5 0.2 0.2
H 3.5729 6.4719 6.7791 0.7 -0.4 -0.7
H 3.0197 6.0456 8.3024 0.0 -0.1 0.6
H 1.6511 6.0146 5.7407 -0.5 -0.7 -0.5
H 1.1454 6.4471 7.3556 -0.1 0.6 -0.2
H -0.9716 5.5694 6.9910 0.6 0.4 1.0
H -0.9920 3.8144 7.1506 0.2 0.1 0.5
H -0.7391 4.6109 5.6924 1.1 -0.3 -0.7
C -11.0005 -0.4892 -4.1893 0.9 0.9 0.2
C -9.6813 0.3903 -4.1121 0.0 -1.7 -0.7
O -8.8806 0.0902 -2.9158 0.5 -1.9 0.2
C -8.3300 -1.1950 -2.8168 -1.8 0.3 -2.8
O -8.4334 -2.0876 -3.6632 0.4 2.6 2.4
C -7.6084 -1.4401 -1.4628 0.1 0.3 -2.5
F -8.3951 -2.2533 -0.7920 0.2 -0.8 0.8
F -6.4239 -1.9754 -1.8164 -0.3 -0.6 0.8
F -7.3545 -0.3756 -0.7538 -0.1 0.8 0.6
H -11.6587 0.0294 -3.4922 -0.4 -0.6 -0.1
H -10.8947 -1.5566 -3.9956 0.5 0.3 0.8
H -11.4619 -0.5801 -5.1726 0.1 1.0 -0.2
H -9.8969 1.4588 -4.1072 -0.1 -0.2 0.6
H -9.0066 0.2628 -4.9587 -0.1 -0.4 -0.1
C -2.5120 -5.3466 -7.1711 1.5 -2.9 2.5
C -3.6288 -4.8741 -7.9451 -0.9 1.6 -1.8
O -4.6444 -5.8871 -8.3367 0.6 0.3 0.7
C -5.6813 -5.4581 -9.0407 0.9 0.3 -1.4
O -5.9377 -4.3334 -9.3522 0.0 0.1 0.4
C -6.5733 -6.5916 -9.6167 -0.2 -2.2 -1.4
F -5.9262 -7.8357 -9.8093 -0.9 2.4 0.5
F -7.5409 -6.7725 -8.7264 -0.2 -0.3 -0.1
F -7.1774 -6.3085 -10.8427 1.4 -0.1 2.2
H -2.7517 -5.9924 -6.3264 -0.9 0.3 0.5
H -1.9422 -4.5493 -6.6940 0.0 0.2 -0.5
H -1.8600 -6.0917 -7.6269 0.3 0.6 -0.9
H -3.1621 -4.4807 -8.8482 -0.6 -0.1 -0.6
H -4.0327 -3.9809 -7.4685 -0.9 -0.4 0.0